(1)
The following is a quantum chemistry calculation of a molecular structure, C32H41BN11Pt at a distorted geometry, from the Open Molecules 2025 dataset.

Results
total charge: +1
multiplicity: 1
HOMO-LUMO gap: 7.4 eV

Cartesian coordinates (Å):
Pt (-0.58997, -1.07394, 1.35255)
C (-2.27193, -3.73317, 3.25879)
C (-1.94972, -4.01150, 1.82230)
C (-2.15713, -5.16732, 1.04730)
C (-1.65904, -4.88134, -0.20900)
C (-1.61023, -5.74305, -1.43518)
N (-1.18965, -3.61492, -0.18593)
N (-1.35516, -3.09642, 1.06750)
B (-0.47591, -2.79037, -1.30079)
N (0.94583, -2.42273, -0.75245)
N (1.08252, -2.22130, 0.60092)
C (2.37998, -2.26538, 0.88883)
C (2.87239, -2.15539, 2.30051)
C (3.09874, -2.49711, -0.29443)
C (2.15415, -2.59925, -1.30644)
C (2.34320, -2.84875, -2.77163)
N (-1.30868, -1.50518, -1.59290)
N (-2.01184, -0.99974, -0.54330)
C (-2.94979, -0.20926, -1.05061)
C (-4.01247, 0.39568, -0.17751)
C (-2.84136, -0.19523, -2.46209)
C (-1.80504, -1.05733, -2.76639)
C (-1.24375, -1.44604, -4.10357)
H (-2.82696, -4.55893, 3.70122)
H (-2.86918, -2.82715, 3.34942)
H (-1.35800, -3.58738, 3.83443)
H (-2.61556, -6.09996, 1.36477)
H (-2.07946, -6.70400, -1.22501)
H (-0.58022, -5.92689, -1.75422)
H (-2.13798, -5.27686, -2.27151)
H (-0.38234, -3.44995, -2.30558)
H (2.03888, -1.98643, 2.98117)
H (3.59352, -1.34063, 2.41501)
H (3.36963, -3.08037, 2.59488)
H (4.17466, -2.60211, -0.39697)
H (3.39363, -3.04975, -2.97798)
H (2.03411, -1.97910, -3.36045)
H (1.75140, -3.70365, -3.11452)
H (-3.80118, 0.20794, 0.87296)
H (-4.97732, -0.05355, -0.41460)
H (-4.11621, 1.47477, -0.33212)
H (-3.47500, 0.33203, -3.17194)
H (-1.92673, -1.13608, -4.89456)
H (-1.08673, -2.52733, -4.18100)
H (-0.28852, -0.94873, -4.27777)
N (-1.68565, 0.61950, 2.05967)
C (-1.79936, 1.75008, 1.84931)
N (-1.92858, 3.04685, 1.68089)
C (-1.77304, 3.97671, 2.82863)
C (-0.95294, 5.18011, 2.40268)
C (-1.56945, 5.84000, 1.16430)
C (-1.66326, 4.83098, 0.01436)
C (-2.47487, 3.60959, 0.41685)
H (-1.30524, 3.43993, 3.64627)
H (-2.76611, 4.29187, 3.15252)
H (0.06668, 4.85133, 2.17313)
H (-0.89801, 5.88088, 3.23906)
H (-0.96956, 6.69950, 0.86020)
H (-2.57171, 6.21323, 1.40797)
H (-0.65520, 4.51280, -0.26813)
H (-2.13000, 5.27764, -0.86626)
H (-2.43927, 2.83884, -0.34833)
H (-3.51859, 3.88560, 0.57881)
C (2.11031, 1.58164, 3.66777)
C (1.08130, 0.75435, 3.28481)
N (1.01913, 0.24369, 2.04477)
C (1.94880, 0.57304, 1.14530)
C (2.99229, 1.44834, 1.42794)
C (3.07764, 1.91989, 2.72961)
C (4.06970, 1.80153, 0.46643)
C (4.12619, 1.96936, -0.85785)
C (3.11030, 2.02060, -1.94435)
C (3.57757, 2.03357, -3.24827)
C (2.65146, 2.08173, -4.27172)
N (1.33518, 2.11551, -4.04721)
C (0.97899, 2.12540, -2.75871)
N (1.79390, 2.09756, -1.69932)
H (2.15957, 1.94868, 4.68773)
H (0.28639, 0.47763, 3.96654)
H (1.86325, 0.11890, 0.17770)
H (3.90379, 2.56703, 3.01280)
H (5.02485, 1.94367, 0.96560)
H (5.12742, 2.15159, -1.23780)
H (4.64266, 2.00463, -3.46109)
H (2.96736, 2.08795, -5.31181)
H (-0.09345, 2.15141, -2.55286)

---

(2)
The following is a quantum chemistry calculation of a molecular structure, C17H17CoINO3, from the Open Molecules 2025 dataset.

Results
total charge: 0
multiplicity: 1
HOMO-LUMO gap (spin up / spin down): 8.4 / 8.4 eV

Cartesian coordinates (Å):
Co (-0.63296, -0.87672, -0.61214)
N (3.04333, 0.69325, -0.37487)
C (1.74440, 0.36396, -0.35802)
O (1.34411, -0.65514, -0.93794)
C (0.76895, 1.22833, 0.38547)
C (-0.63103, 0.97604, -0.17094)
H (3.70060, 0.06446, -0.80478)
H (3.38148, 1.49695, 0.12091)
H (1.07690, 2.27836, 0.36551)
H (0.81776, 0.88611, 1.42288)
H (-0.80497, 1.56772, -1.07285)
H (-1.39429, 1.21675, 0.56804)
C (-2.57906, -1.04753, -0.82615)
C (-1.93774, -1.55140, -2.02053)
C (-1.27035, -0.62639, -2.85476)
C (-0.33723, -1.06136, -3.81008)
C (0.00615, -2.38764, -3.89481)
C (-0.59521, -3.31103, -3.02568)
C (-1.53584, -2.91382, -2.10582)
H (-3.09591, -1.76647, -0.20322)
H (-3.07205, -0.08366, -0.90265)
H (-1.58095, 0.40974, -2.84410)
H (0.11750, -0.33701, -4.47384)
H (0.73856, -2.72109, -4.61734)
H (-0.30948, -4.35412, -3.07496)
H (-1.97287, -3.62328, -1.41521)
I (-4.20628, 0.43715, 6.78392)
C (-3.23039, -0.38195, 5.12877)
C (-2.13245, 0.27287, 4.59115)
C (-1.49531, -0.27261, 3.48650)
C (-1.94010, -1.46423, 2.92829)
C (-3.03863, -2.10864, 3.48440)
C (-3.69156, -1.57139, 4.58248)
C (-1.27446, -2.05934, 1.71370)
O (-1.62350, -3.15163, 1.29850)
O (-0.33410, -1.32321, 1.18295)
H (-1.77982, 1.19766, 5.02663)
H (-0.64011, 0.22604, 3.04868)
H (-3.36983, -3.03914, 3.04303)
H (-4.54906, -2.07290, 5.00949)

---

(3)
The following is a quantum chemistry calculation of 2 unconnected molecules or ions with the total composition C5H12IN2O at a distorted geometry, from the Open Molecules 2025 dataset.

Results
total charge: +1
multiplicity: 1
HOMO-LUMO gap: 8.6 eV

Cartesian coordinates (Å):
C (-1.03564, -0.42429, 0.80648)
C (-1.07239, -1.47700, -0.11543)
C (-0.95451, -2.86660, 0.47769)
C (1.97272, 2.43913, -0.17975)
C (-0.80290, 0.86930, 0.50724)
N (1.47974, 1.15599, 0.50362)
N (-1.02016, -1.30396, -1.38660)
O (-1.01211, 1.19472, -0.86764)
I (2.53438, -0.43871, -0.22920)
H (-1.02944, -0.73072, 1.81580)
H (-0.46315, -3.50584, -0.34441)
H (-0.46111, -2.66724, 1.38355)
H (-1.94056, -3.29939, 0.72437)
H (2.89557, 2.72036, 0.24997)
H (2.13417, 2.23076, -1.16430)
H (1.36075, 3.30269, -0.16554)
H (-0.85650, 1.62955, 1.26307)
H (-1.43504, -2.04509, -2.02496)
H (1.74829, 1.39755, 1.51712)
H (-1.03890, -0.39880, -1.87880)
H (-1.00320, 2.21761, -0.89228)

---

(4)
The following is a quantum chemistry calculation of 2 unconnected molecules or ions with the total composition C5H13N2O at a distorted geometry, from the Open Molecules 2025 dataset.

Results
total charge: +1
multiplicity: 1
HOMO-LUMO gap: 5.9 eV

Cartesian coordinates (Å):
C (1.88222, 0.06078, -0.35878)
C (1.24639, -1.31494, -0.06786)
C (-0.23506, -1.27642, -0.37734)
C (-1.04347, -1.11145, 0.84779)
N (-1.06763, 0.40530, 1.26369)
C (-2.30876, -0.22848, 0.65791)
N (1.81737, 0.97212, 0.92569)
H (2.97921, 0.05664, -0.59107)
H (1.33656, 0.42529, -1.22055)
H (1.82403, -2.10032, -0.52473)
H (1.53458, -1.49067, 0.95348)
H (-0.75265, -1.65742, -1.27993)
H (-0.93917, -1.75564, 1.75441)
H (-2.58884, 0.07186, -0.34503)
H (-3.18857, -0.17741, 1.33394)
H (1.97520, 1.89955, 0.71058)
H (0.89883, 0.94009, 1.40816)
H (-1.68576, 1.67349, -1.82750)
H (-0.21396, 2.02376, -2.18225)
H (-0.70252, 0.87221, 0.42808)
O (-0.76798, 1.71167, -1.50868)

---

(5)
The following is a quantum chemistry calculation of a molecular structure, C13H33F6N4O3P2RuSTe at a distorted geometry, from the Open Molecules 2025 dataset.

Results
total charge: +2
multiplicity: 2
HOMO-LUMO gap (spin up / spin down): 5.7 / 6.0 eV

Cartesian coordinates (Å):
Ru (-0.11475, 0.44631, -0.10869)
N (2.25771, 0.35615, 0.07373)
C (2.80460, 1.20669, 1.14383)
C (2.06093, 2.53984, 1.19469)
C (1.33605, 2.73825, 2.52018)
C (0.22638, 1.71986, 2.75167)
N (-0.78105, 1.76466, 1.66943)
H (2.61326, -0.59291, 0.16587)
H (2.52399, 0.73583, -0.83303)
H (3.87229, 1.37960, 0.98813)
H (2.69754, 0.66543, 2.08512)
H (1.33714, 2.57109, 0.37212)
H (2.74972, 3.36881, 1.04041)
H (0.91374, 3.74629, 2.54272)
H (2.04628, 2.66719, 3.34502)
H (-0.24646, 1.92785, 3.71489)
H (0.60908, 0.69611, 2.79435)
H (-0.92176, 2.71800, 1.33988)
H (-1.66501, 1.38537, 1.99617)
C (-5.35299, -1.85050, 0.15434)
N (-4.93513, -0.70616, -0.62264)
C (-5.88351, -0.01946, -1.50274)
C (-5.04003, 1.10273, -2.12631)
N (-3.79507, 1.00515, -1.36151)
C (-3.76659, -0.08112, -0.60492)
S (-2.43181, -0.68585, 0.30718)
H (-6.18715, -1.57494, 0.80217)
H (-4.53141, -2.21673, 0.76451)
H (-5.69478, -2.64491, -0.51029)
H (-6.72553, 0.36223, -0.92152)
H (-6.27763, -0.71104, -2.24736)
H (-5.48494, 2.08865, -2.00932)
H (-4.84061, 0.93754, -3.18566)
H (-2.99929, 1.58191, -1.57488)
C (4.86730, -2.33999, 0.41911)
C (3.79046, -3.16932, 1.08382)
O (2.59644, -2.36121, 1.24199)
P (1.13352, -2.79125, 0.78443)
O (0.24651, -1.60380, 0.95150)
Te (1.31790, -3.59295, -1.55333)
O (0.62633, -3.94148, 1.71571)
C (1.10323, -5.31177, 1.64455)
C (-0.02158, -6.25155, 2.00736)
H (5.79063, -2.91421, 0.36884)
H (5.05912, -1.43674, 0.99898)
H (4.57569, -2.06867, -0.59690)
H (4.09950, -3.48628, 2.07901)
H (3.56863, -4.05704, 0.48428)
H (1.94541, -5.41849, 2.32873)
H (1.44408, -5.51736, 0.62306)
H (-0.34424, -6.08906, 3.03388)
H (0.33147, -7.27719, 1.91243)
H (-0.86816, -6.10503, 1.33868)
F (-1.23623, 0.58844, -2.35477)
P (-0.52524, 2.06412, -2.80741)
F (-0.23246, 1.47865, -4.21860)
F (-1.95861, 2.61674, -3.15560)
F (0.21573, 3.41561, -2.98627)
F (0.87098, 1.37064, -2.19523)
F (-0.84443, 2.45994, -1.15538)
C (0.19631, -1.88086, -2.19990)
H (-0.85295, -2.00546, -1.95237)
H (0.60621, -0.99618, -1.69362)
H (0.31610, -1.75018, -3.27175)

---

(6)
The following is a quantum chemistry calculation of 2 unconnected molecules or ions with the total composition C4HF6NO2S at a distorted geometry, from the Open Molecules 2025 dataset.

Results
total charge: 0
multiplicity: 1
HOMO-LUMO gap (spin up / spin down): 7.2 / 7.7 eV

Cartesian coordinates (Å):
C (0.85102, 1.60833, 0.24730)
C (0.27194, 1.44313, -0.97169)
C (-1.20679, -2.01318, 0.94097)
C (0.88779, 0.39578, -1.85184)
N (0.75122, 1.47973, 1.40077)
O (-0.55527, 2.26594, -1.34452)
O (-0.71768, 0.45666, 2.06745)
F (-1.03168, -2.36961, -0.27888)
F (-2.07303, -2.73280, 1.60097)
F (0.03263, -2.14502, 1.48939)
F (0.32286, 0.32143, -3.08808)
F (0.74082, -0.83787, -1.40312)
F (2.23645, 0.47921, -2.17585)
S (-1.63153, -0.08041, 1.00005)
H (1.12126, 1.72868, 2.36710)

---

What did the fifth record say?
The following is a quantum chemistry calculation of a molecular structure, C13H33F6N4O3P2RuSTe at a distorted geometry, from the Open Molecules 2025 dataset.

Results
total charge: +2
multiplicity: 2
HOMO-LUMO gap (spin up / spin down): 5.7 / 6.0 eV

Cartesian coordinates (Å):
Ru (-0.11475, 0.44631, -0.10869)
N (2.25771, 0.35615, 0.07373)
C (2.80460, 1.20669, 1.14383)
C (2.06093, 2.53984, 1.19469)
C (1.33605, 2.73825, 2.52018)
C (0.22638, 1.71986, 2.75167)
N (-0.78105, 1.76466, 1.66943)
H (2.61326, -0.59291, 0.16587)
H (2.52399, 0.73583, -0.83303)
H (3.87229, 1.37960, 0.98813)
H (2.69754, 0.66543, 2.08512)
H (1.33714, 2.57109, 0.37212)
H (2.74972, 3.36881, 1.04041)
H (0.91374, 3.74629, 2.54272)
H (2.04628, 2.66719, 3.34502)
H (-0.24646, 1.92785, 3.71489)
H (0.60908, 0.69611, 2.79435)
H (-0.92176, 2.71800, 1.33988)
H (-1.66501, 1.38537, 1.99617)
C (-5.35299, -1.85050, 0.15434)
N (-4.93513, -0.70616, -0.62264)
C (-5.88351, -0.01946, -1.50274)
C (-5.04003, 1.10273, -2.12631)
N (-3.79507, 1.00515, -1.36151)
C (-3.76659, -0.08112, -0.60492)
S (-2.43181, -0.68585, 0.30718)
H (-6.18715, -1.57494, 0.80217)
H (-4.53141, -2.21673, 0.76451)
H (-5.69478, -2.64491, -0.51029)
H (-6.72553, 0.36223, -0.92152)
H (-6.27763, -0.71104, -2.24736)
H (-5.48494, 2.08865, -2.00932)
H (-4.84061, 0.93754, -3.18566)
H (-2.99929, 1.58191, -1.57488)
C (4.86730, -2.33999, 0.41911)
C (3.79046, -3.16932, 1.08382)
O (2.59644, -2.36121, 1.24199)
P (1.13352, -2.79125, 0.78443)
O (0.24651, -1.60380, 0.95150)
Te (1.31790, -3.59295, -1.55333)
O (0.62633, -3.94148, 1.71571)
C (1.10323, -5.31177, 1.64455)
C (-0.02158, -6.25155, 2.00736)
H (5.79063, -2.91421, 0.36884)
H (5.05912, -1.43674, 0.99898)
H (4.57569, -2.06867, -0.59690)
H (4.09950, -3.48628, 2.07901)
H (3.56863, -4.05704, 0.48428)
H (1.94541, -5.41849, 2.32873)
H (1.44408, -5.51736, 0.62306)
H (-0.34424, -6.08906, 3.03388)
H (0.33147, -7.27719, 1.91243)
H (-0.86816, -6.10503, 1.33868)
F (-1.23623, 0.58844, -2.35477)
P (-0.52524, 2.06412, -2.80741)
F (-0.23246, 1.47865, -4.21860)
F (-1.95861, 2.61674, -3.15560)
F (0.21573, 3.41561, -2.98627)
F (0.87098, 1.37064, -2.19523)
F (-0.84443, 2.45994, -1.15538)
C (0.19631, -1.88086, -2.19990)
H (-0.85295, -2.00546, -1.95237)
H (0.60621, -0.99618, -1.69362)
H (0.31610, -1.75018, -3.27175)